The following is a DFT calculation (ωB97M-V with the def2-TZVPD basis set) of C5H2O in the gas phase at a distorted geometry.

Element x y z (Å)
C  -0.4956  -0.4042  2.6206
C  -0.2543  0.0207  1.5071
C  0.1086  0.4427  -0.8614
C  0.0949  1.0571  0.4850
C  0.0099  -0.7062  -1.4532
O  0.4654  2.1209  0.8867
H  -0.0643  -1.0483  -2.4777
H  0.1354  -1.4827  -0.7069

Atoms 1-2, force components in eV/Å:
-0.39 -0.87 1.50
0.11 1.17 -2.00

strongest force on any atom = 0.045 Eh/bohr
energy above the lowest of the compared OMol25 structures with the same formula, charge and spin = 109.29 kcal/mol
E_tot = -7255.7689 eV
orbital gap (alpha / beta) = 0.220 / 0.354 hartree
HOMO level (alpha / beta) = -9.417 / -10.916 eV

Computed Löwdin charges, given in elementary charges:
1. C 0.2064
2. C -0.1113
3. C 0.0722
4. C -0.4668
5. C 0.0279
6. O 0.1254
7. H 0.0732
8. H 0.0730